23
Properties=species:S:1:pos:R:3:nbo_charge:R:1 method="wB97M-V/def2-TZVPD" relative_energy_kcal_mol=42.6 smiles=C.O.O.O.O.O.O largest_force_ev_per_a=7.22 e_lumo_ev=0.4155 total_charge=0 total_energy_ha=-499.08408
C 0.39313 -0.80266 -2.01152 -0.843
H -0.24676 -0.36823 -1.25834 0.213
H 0.38784 -1.86819 -2.05902 0.209
H 1.40085 -0.50655 -1.88157 0.217
H -0.00251 -0.41563 -3.00303 0.200
O 0.51208 -0.81976 2.74444 -0.967
H 1.14122 -1.34811 3.29370 0.476
H 0.60221 0.14305 3.01201 0.488
O -2.74115 0.55329 -1.45191 -0.972
H -2.37618 0.06894 -0.70832 0.499
H -2.73691 -0.07027 -2.25489 0.482
O -1.12528 2.98841 -1.46639 -0.938
H -1.64364 2.23559 -1.78405 0.491
H -0.58316 2.53328 -0.88941 0.439
O 3.48202 -1.08072 0.62698 -0.934
H 4.21150 -1.59653 0.36763 0.464
H 3.72032 -0.17156 0.48951 0.471
O -1.82637 -1.69522 0.70316 -0.949
H -1.07225 -1.94401 1.28626 0.494
H -2.05516 -2.51371 0.40501 0.457
O 0.53640 2.09376 1.94489 -0.930
H 0.10429 2.21657 2.69102 0.455
H -0.08248 2.36823 1.20383 0.479